No. 1
81
Properties=species:S:1:pos:R:3 method="wB97M-V/def2-TZVPD" energy_ha=-1395.21599 smiles=CCO.CCO.CCO.CCO.CCO.CCO.CCO.CCO.CCO homo_lumo_gap_ev=9.603 multiplicity=1 homo_ev=-9.18 e_lumo_ha=0.016
C 4.248 3.065 2.217
C 3.218 3.513 1.199
O 1.988 2.774 1.328
H 3.935 3.231 3.275
H 5.119 3.656 1.995
H 4.364 2.012 2.295
H 3.586 3.458 0.183
H 3.090 4.604 1.418
H 1.419 3.216 1.914
C 0.523 -2.008 0.876
C 0.641 -0.466 0.965
O 1.839 -0.134 1.699
H 0.832 -2.328 1.822
H 1.089 -2.493 0.062
H -0.533 -2.369 0.707
H -0.178 0.042 1.392
H 0.792 -0.074 -0.019
H 1.832 0.828 1.753
C -5.533 -4.022 0.691
C -4.072 -3.817 0.962
O -3.893 -2.676 1.782
H -5.959 -4.398 1.650
H -5.804 -4.712 -0.088
H -6.013 -3.122 0.351
H -3.490 -3.575 0.025
H -3.642 -4.740 1.508
H -2.976 -2.517 2.064
C -1.569 2.256 -4.364
C -1.101 0.786 -4.368
O -0.596 0.518 -3.117
H -1.958 2.616 -5.265
H -0.639 2.849 -4.180
H -2.284 2.416 -3.615
H -0.290 0.577 -5.066
H -1.879 0.103 -4.700
H -1.253 0.463 -2.380
C 1.306 4.569 -1.766
C 1.855 3.348 -2.446
O 3.194 3.218 -1.887
H 1.990 5.386 -2.003
H 1.214 4.455 -0.687
H 0.331 4.923 -2.084
H 1.952 3.552 -3.511
H 1.297 2.448 -2.300
H 3.458 2.254 -1.972
C -4.282 0.185 -2.490
C -3.298 -0.551 -1.627
O -2.282 0.345 -1.228
H -3.861 0.405 -3.485
H -4.623 1.193 -2.125
H -5.097 -0.487 -2.724
H -2.828 -1.372 -2.055
H -3.779 -1.039 -0.752
H -2.386 0.561 -0.301
C 5.322 -2.905 2.970
C 4.013 -2.180 2.879
O 4.000 -1.622 1.574
H 5.502 -3.356 2.004
H 5.166 -3.741 3.683
H 6.260 -2.324 3.217
H 3.914 -1.389 3.591
H 3.186 -2.914 2.994
H 3.191 -1.033 1.497
C 3.142 -2.104 -2.183
C 3.557 -0.761 -2.873
O 2.717 0.325 -2.436
H 3.487 -3.004 -2.690
H 2.063 -2.201 -2.244
H 3.460 -2.122 -1.179
H 3.514 -0.874 -3.958
H 4.600 -0.563 -2.563
H 1.777 0.152 -2.723
C -3.844 -0.223 4.966
C -4.627 0.389 3.795
O -3.876 -0.040 2.579
H -3.865 -1.352 4.825
H -4.217 0.045 5.994
H -2.804 0.074 4.949
H -4.627 1.490 3.944
H -5.670 0.133 3.638
H -4.352 -0.823 2.223

---

No. 2
97
Properties=species:S:1:pos:R:3 method="wB97M-V/def2-TZVPD" energy_ha=-5604.83862 homo_lumo_gap_ev=5.451 multiplicity=1 total_charge=-1 homo_ev=-4.54 e_lumo_ha=0.033
C -1.189 -2.951 -1.945
C 0.373 -2.669 -1.416
C 1.434 -2.760 -2.653
Br 1.452 -4.722 -3.215
C 2.981 -2.388 -2.318
C 3.459 -1.668 -3.751
N 3.538 -2.649 -4.909
O 3.852 -3.527 -1.983
B 5.196 -3.072 -1.479
F 5.450 -3.766 -0.190
C 6.410 -3.155 -2.630
N 7.253 -4.377 -2.248
O 4.870 -1.640 -1.141
C 3.403 -1.313 -1.172
Cl 3.495 0.521 -1.622
C 3.009 -1.526 0.402
F 4.264 -1.221 1.188
F 2.650 -2.923 0.774
C 1.910 -0.402 0.975
C 2.638 0.870 1.740
Si 1.427 2.386 2.013
C 2.367 4.052 2.295
C 0.402 2.079 3.660
C 0.063 2.503 0.609
C -1.540 2.480 0.953
C -2.664 2.528 -0.282
C -2.240 2.582 -1.865
C -0.637 2.641 -2.234
C 0.474 2.591 -1.008
H -1.572 -1.998 -2.506
H -1.298 -3.953 -2.537
H -1.834 -3.090 -0.950
H 0.362 -1.569 -1.022
H 0.573 -3.489 -0.606
H 0.977 -2.175 -3.576
H 4.503 -1.147 -3.679
H 2.648 -0.849 -4.055
H 3.969 -3.551 -4.597
H 4.204 -2.250 -5.618
H 6.005 -3.337 -3.713
H 7.044 -2.155 -2.674
H 6.575 -5.169 -2.121
H 7.739 -4.146 -1.334
H 1.287 0.054 0.096
H 1.237 -0.949 1.772
H 3.570 1.299 1.149
H 3.019 0.524 2.805
H 2.889 3.988 3.365
H 3.217 4.205 1.505
H 1.635 4.990 2.379
H -0.328 1.175 3.498
H 1.111 1.971 4.593
H -0.226 3.059 3.816
H -1.883 2.412 2.086
H -3.789 2.494 0.072
H -3.024 2.581 -2.734
H -0.256 2.675 -3.349
H 1.600 2.616 -1.328
O -6.116 2.719 0.251
H -6.454 3.388 0.865
H -6.743 2.741 -0.488
O -8.623 4.201 -0.190
H -8.961 4.870 0.424
H -9.249 4.223 -0.929
O 3.589 -7.144 -3.717
H 3.074 -7.958 -3.618
H 3.039 -6.466 -3.294
O -9.261 3.789 2.843
H -9.715 3.080 3.323
H -8.874 3.342 2.075
O -12.017 3.596 4.245
H -11.662 4.419 4.613
H -12.364 3.858 3.379
O 1.979 -0.278 4.884
H 1.525 -0.987 5.364
H 2.366 -0.725 4.116
O -0.036 -1.735 6.478
H -0.551 -2.550 6.576
H -0.586 -1.058 6.900
O 5.176 -0.518 -6.132
H 4.970 0.382 -5.840
H 6.054 -0.439 -6.534
O -7.059 3.813 4.692
H -7.397 4.482 5.306
H -7.686 3.835 3.953
O -2.270 -0.450 2.212
H -3.197 -0.644 2.009
H -2.108 0.401 1.778
O 2.558 1.267 -6.173
H 2.824 0.340 -6.082
H 2.136 1.474 -5.325
O -3.718 -4.174 -0.812
H -3.365 -5.076 -0.817
H -4.143 -4.084 -1.678
O -0.593 3.972 5.732
H -0.887 3.211 6.255
H 0.293 4.163 6.073

---

No. 3
94
Properties=species:S:1:pos:R:3 method="wB97M-V/def2-TZVPD" s2=6.008 energy_ha=-3282.44743 homo_lumo_gap_ev="8.418 / 8.031" multiplicity=5 total_charge=+1 homo_ev="-11.62 / -11.62" e_lumo_ha="-0.118 / -0.132"
Fe -2.035 3.533 1.396
C -0.941 0.444 -1.088
C -0.460 0.708 0.322
C 1.061 0.715 0.337
O -0.957 1.933 0.790
H -1.984 0.729 -1.259
H -0.763 -0.598 -1.389
H -0.459 0.931 -1.945
H -0.909 -0.065 0.960
H 1.482 -0.194 -0.096
H 1.332 0.773 1.394
H 1.505 1.560 -0.187
C -5.602 0.852 -1.874
O -5.991 -0.161 -2.429
N -6.055 2.137 -1.958
N -4.526 0.736 -1.009
H -6.979 2.312 -2.312
H -5.507 2.831 -1.499
H -4.075 1.512 -0.564
H -4.064 -0.157 -1.025
C 0.134 3.287 3.939
O -0.912 3.599 3.348
N 1.183 2.736 3.289
N 0.311 3.514 5.248
H 0.998 2.483 2.331
H 2.089 2.514 3.667
H 1.224 3.310 5.620
H -0.241 4.168 5.772
C 0.282 0.336 -5.571
O 0.442 1.049 -6.542
N -0.553 0.623 -4.513
N 0.804 -0.929 -5.432
H -1.106 1.452 -4.655
H -0.680 0.050 -3.706
H 1.476 -1.217 -6.121
H 0.481 -1.516 -4.687
C -4.182 1.579 2.450
O -3.458 2.563 2.733
N -3.785 0.284 2.372
N -5.513 1.750 2.328
H -2.796 0.099 2.396
H -4.436 -0.415 2.067
H -6.107 1.191 1.738
H -5.780 2.718 2.432
C 0.013 4.998 -0.636
O -0.701 4.892 0.375
N 0.451 6.197 -1.102
N 0.442 3.926 -1.331
H 0.166 7.026 -0.613
H 0.778 6.194 -2.049
H 0.921 4.062 -2.201
H 0.073 3.023 -1.067
C -0.897 -3.978 1.304
C -1.403 -2.951 0.298
O -2.202 -1.963 0.963
H -1.767 -4.484 1.715
H -0.382 -3.406 2.077
H -0.194 -4.614 0.768
H -2.037 -3.495 -0.411
H -0.615 -2.370 -0.187
H -2.018 -1.100 0.587
C 4.393 2.335 1.782
C 4.121 1.221 2.804
O 3.992 1.920 4.072
H 3.888 3.234 2.124
H 3.994 2.083 0.796
H 5.469 2.437 1.667
H 5.014 0.626 3.026
H 3.355 0.477 2.569
H 4.503 1.424 4.714
C 0.897 -4.525 -4.587
C 0.352 -4.229 -3.183
C 1.454 -4.175 -2.113
O -0.318 -2.983 -3.188
H 0.246 -5.271 -5.050
H 1.944 -4.821 -4.597
H 0.769 -3.687 -5.271
H -0.216 -5.129 -2.925
H 2.286 -3.506 -2.357
H 1.949 -5.122 -1.898
H 1.022 -3.794 -1.185
H -1.192 -3.091 -3.581
C 2.198 -2.687 2.696
C 2.956 -3.191 1.485
C 3.799 -2.126 0.797
O 3.771 -4.322 1.806
H 1.320 -2.150 2.316
H 2.755 -1.966 3.300
H 1.791 -3.456 3.351
H 2.231 -3.636 0.801
H 3.341 -1.155 0.598
H 4.201 -2.463 -0.161
H 4.701 -1.945 1.392
H 4.439 -4.042 2.443